No. 1
Formula: C25H40BBr15ClN3O3
Source: the OMol25 dataset
Level of theory: ωB97M-V with the def2-TZVPD basis set

The geometry in XYZ format:
```
88
Properties=species:S:1:pos:R:3:forces:R:3:lowdin_charge:R:1
C -2.363153 3.623535 -0.547572 1.2 0.3 0.0 -0.15
C -1.102516 2.611922 -0.117728 -0.9 0.7 -0.4 -0.25
C -0.945822 2.610358 1.543337 -0.1 0.2 -1.8 -0.51
Cl -2.554575 1.920226 2.243503 1.6 1.1 -0.6 0.58
C 0.244520 1.623417 2.088540 0.1 -1.1 -0.4 -0.35
C 1.447168 1.449757 0.939635 5.9 3.9 -6.4 -0.08
N 2.322792 1.686037 -0.013811 -8.1 -2.5 8.9 0.17
N -0.321420 0.198145 2.262631 1.4 -2.1 -6.9 0.03
C -0.250910 -0.474768 1.037136 -5.0 0.0 -1.7 -0.38
O -0.693648 -0.993834 -0.141880 -1.7 7.0 7.4 -0.26
C 0.895344 2.070582 3.538133 0.1 0.6 0.5 -0.23
C -0.135394 3.014787 4.451003 -7.9 2.9 3.2 -0.10
N -1.154049 3.605399 5.040955 9.9 -5.4 -5.4 0.13
C 1.485446 0.810942 4.409315 0.3 0.2 0.4 -0.10
C 0.498798 0.267770 5.600594 4.2 -1.4 6.5 -0.60
O 1.077057 0.025980 6.810038 -4.0 1.7 -8.2 -0.12
Br -1.456383 -0.124514 5.451027 2.0 0.5 -0.2 0.66
B 2.183502 3.083068 3.178782 2.0 1.5 -0.4 -0.37
C 1.979986 4.737229 2.987278 0.3 -1.0 0.4 -0.06
O 3.590575 2.602559 3.046304 -2.6 0.6 2.7 0.00
H -2.305129 3.842329 -1.718433 -0.2 -0.6 2.6 0.09
H -3.410808 3.183881 -0.267195 2.1 1.0 -0.4 0.07
H -2.116421 4.650805 0.002023 -1.0 -2.1 -1.1 0.09
H -1.360653 1.542752 -0.539700 0.9 2.1 1.0 0.11
H -0.149659 3.089480 -0.655148 -1.9 -1.4 1.5 0.12
H -0.841904 3.735122 1.849683 -0.1 -2.4 -0.1 0.11
H 2.468277 1.215337 4.952616 -2.4 -1.1 -0.8 0.14
H 1.874254 -0.087273 3.726795 -1.3 2.0 1.4 0.16
H 1.785950 5.220500 4.056208 0.1 -1.0 -2.4 0.01
H 1.065168 4.877690 2.265945 1.7 0.3 1.5 0.08
H 2.988660 5.189285 2.588291 -2.2 -0.8 0.5 0.09
H 3.961222 2.705213 3.988264 -0.4 -0.2 -2.0 0.13
Br 3.278324 -4.759823 -0.889962 0.1 0.1 0.1 0.63
C 2.663927 -4.361668 0.917759 0.1 -0.4 0.1 -0.67
C 1.250235 -3.827970 0.909482 0.4 0.0 0.6 -0.57
Br 1.203688 -1.962257 0.342602 5.5 -3.6 0.5 1.06
H 3.387357 -3.668514 1.355418 -0.3 -0.1 -0.1 0.05
H 2.712724 -5.315456 1.450893 -0.1 0.1 -0.1 0.06
H 0.831763 -3.828227 1.920002 0.1 0.0 -0.1 0.08
H 0.581466 -4.380774 0.243607 0.2 0.2 0.1 -0.01
Br -1.011752 -7.921229 -4.879994 -0.1 0.1 0.0 0.59
C -0.167420 -6.198215 -4.530431 0.1 -0.2 -0.1 -0.73
C 0.691973 -6.252527 -3.288688 0.1 0.2 0.0 -0.69
Br -0.398594 -6.192992 -1.672668 0.0 -0.1 -0.1 0.63
H -0.968268 -5.456174 -4.472327 0.2 -0.2 0.0 0.02
H 0.444699 -5.997308 -5.414326 -0.1 0.0 0.2 0.02
H 1.338116 -5.372150 -3.227796 -0.2 -0.1 0.0 0.01
H 1.307149 -7.154648 -3.225680 -0.2 0.2 -0.1 0.06
Br -1.738666 -12.158438 -2.533353 -0.1 -0.1 -0.1 0.60
C -1.395275 -12.979102 -4.268998 0.2 -0.1 0.2 -0.70
C -1.178816 -11.931131 -5.335922 -0.1 0.0 -0.3 -0.70
Br -2.869417 -11.138172 -5.899385 0.1 0.0 0.1 0.59
H -2.236162 -13.645563 -4.478998 0.2 0.2 0.0 0.05
H -0.490386 -13.576778 -4.126572 -0.1 0.1 -0.1 0.06
H -0.761190 -12.382073 -6.240639 -0.1 0.0 0.2 0.06
H -0.532861 -11.109778 -5.012879 -0.2 -0.2 0.0 0.03
Br -0.046547 -4.056632 -7.720734 0.0 0.2 0.0 0.61
C 0.797785 -2.333618 -7.371171 0.1 -0.2 -0.3 -0.68
C 1.657178 -2.387930 -6.129428 0.1 0.2 0.1 -0.68
Br 0.566610 -2.328396 -4.513407 0.1 -0.1 0.0 0.62
H -0.003063 -1.591577 -7.313066 0.2 -0.2 0.1 0.04
H 1.409905 -2.132711 -8.255066 0.0 0.0 0.2 0.06
H 2.303321 -1.507553 -6.068536 -0.1 -0.1 -0.1 0.06
H 2.272353 -3.290051 -6.066419 -0.2 0.2 -0.1 0.05
Br -3.472938 -5.412703 -6.411337 0.0 0.1 0.1 0.61
C -4.042377 -3.794775 -5.482943 -0.1 -0.3 0.0 -0.68
C -4.741135 -2.841516 -6.424464 0.0 0.3 0.1 -0.69
Br -3.459984 -1.899216 -7.553679 -0.1 -0.1 0.0 0.59
H -3.153027 -3.366830 -5.012538 -0.2 0.0 -0.2 0.05
H -4.728922 -4.140480 -4.704824 0.1 0.1 -0.2 0.06
H -5.258013 -2.056403 -5.865263 0.1 -0.2 0.0 0.06
H -5.453011 -3.334898 -7.092326 0.2 0.0 0.2 0.05
Br 0.774055 7.697213 4.705994 -0.1 0.0 0.1 0.62
C 0.769331 7.224239 6.598121 -0.2 0.2 0.0 -0.68
C 2.099076 7.538512 7.243439 0.0 -0.1 0.2 -0.69
Br 3.442080 6.202477 6.778943 0.0 0.1 -0.1 0.61
H 0.494066 6.168093 6.662516 0.1 0.2 0.0 0.05
H -0.026549 7.830263 7.040425 0.2 -0.1 0.0 0.05
H 2.019203 7.493841 8.333346 -0.1 0.0 -0.2 0.06
H 2.503398 8.512226 6.952510 -0.2 -0.3 0.0 0.04
Br 0.494146 11.170020 6.473730 0.0 0.2 0.1 0.60
C -0.603983 12.061989 5.131205 -0.2 -0.2 0.1 -0.68
C -0.032623 11.874147 3.744954 0.0 0.2 -0.2 -0.70
Br 1.503720 13.039364 3.451145 0.0 -0.1 0.0 0.60
H -0.683981 13.110753 5.429626 0.1 -0.3 -0.1 0.05
H -1.587699 11.590344 5.209813 0.2 0.1 -0.1 0.06
H -0.761418 12.167914 2.984144 0.1 0.0 0.2 0.06
H 0.300149 10.851144 3.547573 -0.1 0.2 0.2 0.03
```
Positions in Å, forces in eV/Å.

Its total energy is -1101010.698 eV. The lowest unoccupied orbital energy comes out at -1.097 eV. As for the net charge: 0.



No. 2
Formula: C32H30CaN3O3S5
Source: the OMol25 dataset
Level of theory: ωB97M-V with the def2-TZVPD basis set

The geometry in XYZ format:
```
74
Properties=species:S:1:pos:R:3:forces:R:3:lowdin_charge:R:1
Ca -0.292393 -0.301931 -0.331907 -0.3 2.4 -1.4 1.21
C 3.862807 -1.024847 1.415507 -0.1 0.0 0.0 -0.02
C 2.512130 -1.268333 0.779716 0.3 0.5 0.0 -0.25
N 1.726650 -0.282472 0.496683 1.4 -0.4 0.3 -0.11
N 2.140751 0.998499 0.788795 0.3 0.4 0.6 -0.11
C 1.804838 1.937294 -0.038438 0.6 -0.3 0.4 -1.17
S 1.022192 1.873530 -1.541477 0.0 0.4 -0.5 0.49
S 2.367239 3.567724 0.519632 0.1 0.0 -0.2 0.84
C 4.009075 3.193727 1.242645 -0.4 0.1 0.0 -0.42
C 4.100574 3.255882 2.744170 0.1 0.0 0.0 -0.28
C 5.152612 3.938757 3.348429 -0.1 0.0 0.0 -0.06
C 5.291834 3.955308 4.729980 0.0 0.0 0.0 -0.10
C 4.370493 3.296310 5.528180 0.0 0.0 0.1 -0.11
C 3.309223 2.624273 4.935464 0.0 0.0 0.0 -0.08
C 3.175989 2.602381 3.555981 0.0 -0.1 0.0 -0.06
C 2.159738 -2.624186 0.367012 -0.2 -0.2 -0.2 -0.10
C 2.898885 -3.714179 0.856050 0.0 0.0 0.0 -0.07
C 2.723507 -5.001670 0.402605 0.1 -0.1 0.0 -0.13
C 1.785037 -5.238287 -0.607380 0.0 0.1 0.1 -0.12
C 1.048128 -4.203040 -1.120771 -0.1 0.0 0.0 -0.03
C 1.171981 -2.859901 -0.658261 0.4 -0.4 -0.1 -0.37
O 0.461012 -1.938708 -1.191690 1.1 -2.2 -1.1 -0.27
H 3.950856 0.016950 1.708017 0.0 0.0 0.0 0.05
H 4.652942 -1.264450 0.701740 0.0 -0.1 0.0 0.09
H 4.000294 -1.645492 2.300444 0.0 0.0 0.0 0.07
H 4.696084 3.910343 0.793015 0.1 0.0 0.0 0.06
H 4.257917 2.194492 0.886177 0.0 0.0 0.0 0.07
H 5.874341 4.458785 2.727992 0.0 0.0 0.0 0.10
H 6.123653 4.481702 5.182621 0.0 0.0 0.0 0.09
H 4.482880 3.301271 6.605647 0.0 0.0 0.0 0.09
H 2.581491 2.108355 5.550730 0.0 0.0 0.0 0.10
H 2.367878 2.059490 3.083829 0.0 0.0 0.0 0.08
H 3.636513 -3.545322 1.629980 0.0 0.0 0.0 0.09
H 3.313953 -5.811231 0.813234 0.0 0.0 0.0 0.08
H 1.637752 -6.245870 -0.980718 0.0 0.0 0.0 0.09
H 0.321826 -4.373581 -1.906654 0.0 0.0 0.0 0.11
C -2.219490 4.424441 2.369662 0.0 0.0 0.0 -0.05
N -1.321429 3.359541 1.995875 0.1 -0.1 0.1 -0.15
C -0.264608 3.053851 2.941817 0.0 0.0 0.0 -0.05
C -1.580089 2.559798 0.953940 -0.2 0.1 -0.2 -0.28
O -0.978793 1.534494 0.669881 -0.5 1.2 0.9 -0.20
H -1.657332 5.341624 2.555517 0.0 0.0 0.0 0.09
H -2.757196 4.152507 3.283616 0.0 0.1 0.0 0.09
H -2.943928 4.602311 1.575702 0.0 0.0 0.0 0.09
H -0.694197 2.814558 3.916262 0.0 0.0 0.0 0.08
H 0.407419 3.907021 3.037911 0.0 0.0 0.0 0.08
H 0.296552 2.199779 2.573476 0.0 0.0 0.0 0.06
H -2.412219 2.922867 0.330274 0.0 -0.1 0.0 0.15
O -1.867886 -1.244381 0.460114 -2.6 -0.9 0.9 -0.44
C -2.996660 -0.775063 1.057973 -0.3 -0.3 0.2 -0.65
C -4.025140 -1.906417 1.238893 0.2 -0.1 -0.1 -0.45
C -4.685884 -2.356776 2.338654 0.0 0.1 0.0 -0.12
C -5.544985 -3.458414 2.058013 -0.1 0.0 0.1 -0.20
C -5.515882 -3.818473 0.749208 0.1 0.0 -0.2 -0.43
S -4.431159 -2.837404 -0.154163 -0.1 -0.1 0.2 1.07
C -3.707288 0.279622 0.189345 -0.2 0.0 0.1 -0.46
C -3.437149 0.582397 -1.108332 0.0 0.0 0.1 -0.13
C -4.343768 1.522785 -1.676227 0.1 0.0 -0.1 -0.18
C -5.311320 1.906555 -0.807915 -0.1 0.0 0.3 -0.42
S -5.130294 1.117585 0.712224 0.2 0.0 -0.2 1.04
C -2.617144 -0.238438 2.440374 0.1 -0.1 -0.1 -0.45
C -3.210657 0.552425 3.378354 0.0 -0.1 0.0 -0.15
C -2.403734 0.718680 4.540072 0.0 0.0 0.1 -0.21
C -1.221214 0.054281 4.445089 0.1 -0.2 -0.1 -0.42
S -1.069525 -0.784160 2.952089 -0.2 0.2 0.4 1.11
H -4.565251 -1.923420 3.321820 0.0 0.0 0.0 0.11
H -6.155859 -3.948380 2.804105 0.0 0.0 0.0 0.09
H -6.040367 -4.626258 0.263354 0.0 0.0 0.0 0.05
H -2.621826 0.135771 -1.657653 0.0 0.0 0.0 0.11
H -4.264179 1.890218 -2.689915 0.0 0.0 0.0 0.10
H -6.124646 2.599771 -0.952407 0.0 0.0 -0.1 0.05
H -4.186480 1.000805 3.265856 0.0 0.0 0.0 0.07
H -2.695148 1.312039 5.397426 0.0 0.0 0.0 0.09
H -0.426126 0.014986 5.174440 0.0 0.0 0.0 0.06
```
Positions in Å, forces in eV/Å.

As for the energy above the lowest of the compared OMol25 structures with the same formula, charge and spin: 0.794 eV. Its total energy is -116902.915 eV. The lowest unoccupied orbital energy comes out at 2.238 eV. As for the net charge: -1.



No. 3
Formula: C18H38N2O2RuSSi2Te5
Source: the OMol25 dataset
Level of theory: ωB97M-V with the def2-TZVPD basis set

The geometry in XYZ format:
```
69
Properties=species:S:1:pos:R:3:forces:R:3:mulliken_spin:R:1
Ru 0.055777 0.177327 0.943540 0.4 -0.1 -1.2 3.40
C 4.705191 1.354961 0.900863 0.0 0.0 0.0 0.01
C 3.360980 1.042157 0.306178 0.0 0.1 0.1 0.00
O 2.497981 0.478414 0.986866 -0.1 0.0 -0.2 0.03
N 3.169563 1.390877 -0.978139 0.0 0.0 0.0 -0.01
C 2.001285 0.983931 -1.752752 0.1 -0.1 0.1 0.00
C 1.956123 -0.515369 -1.875569 0.0 0.0 0.1 -0.01
C 2.647344 -1.166952 -2.882927 0.0 0.0 -0.1 0.00
C 2.684975 -2.552142 -2.895624 0.0 0.0 0.0 0.00
C 2.022305 -3.236283 -1.895531 0.0 0.0 0.0 0.01
C 1.329339 -2.508631 -0.944713 0.0 0.1 0.1 -0.03
N 1.291807 -1.174938 -0.920197 -0.3 -0.1 0.2 0.02
H 5.198499 0.412693 1.139820 0.0 0.0 0.0 0.00
H 4.564117 1.898236 1.833784 0.0 0.0 0.0 0.00
H 5.343603 1.933438 0.235176 0.0 0.0 0.0 0.00
H 3.927812 1.841283 -1.460583 0.0 0.0 0.0 0.00
H 2.067451 1.460130 -2.728220 0.0 0.0 0.0 0.00
H 1.095416 1.337632 -1.265168 -0.1 0.1 0.0 0.02
H 3.161341 -0.588674 -3.640867 0.0 0.0 0.0 0.00
H 3.224051 -3.082098 -3.669891 0.0 0.0 0.0 0.00
H 2.024769 -4.316657 -1.854894 0.0 0.0 0.0 0.00
H 0.783937 -3.021435 -0.163090 0.0 0.0 0.0 0.02
Te 0.651819 1.780039 3.116541 0.2 0.3 0.4 0.30
Te -1.504217 0.103548 3.236305 -0.4 -0.1 0.4 0.24
Te -0.587160 -2.172481 2.122699 0.0 0.0 0.2 0.52
Te -0.042747 3.045213 0.866989 -0.1 0.0 0.2 0.42
C -2.726565 -1.256367 -7.687921 -0.1 0.0 -0.1 0.00
Si -1.632311 -1.027926 -6.200997 0.0 0.0 0.2 0.00
C -1.265984 0.782832 -5.908047 0.0 0.1 -0.1 0.00
C -0.032092 -1.964365 -6.419017 0.1 -0.1 -0.1 0.00
C -2.516411 -1.682412 -4.670420 0.0 -0.1 0.0 0.00
Te -1.268501 -1.501772 -2.941095 -0.2 -0.1 -0.4 0.02
C -2.513094 -2.689985 -1.665913 0.0 0.1 0.0 0.00
Si -2.365752 -4.566253 -1.780672 0.0 0.1 0.0 -0.01
C -4.016418 -5.235956 -1.227270 -0.1 -0.1 0.1 0.00
C -1.042239 -5.207393 -0.620273 0.1 0.0 0.1 0.01
C -1.950030 -5.116215 -3.511689 0.0 -0.1 -0.1 0.00
H -2.235736 -0.885791 -8.592488 0.0 0.0 0.0 0.00
H -3.670765 -0.717164 -7.575438 0.0 0.0 0.0 0.00
H -2.956471 -2.313798 -7.842140 0.0 0.0 0.0 0.00
H -0.658731 1.201573 -6.715749 0.0 0.0 0.0 0.00
H -0.721433 0.922952 -4.969348 0.0 0.0 0.0 0.00
H -2.189341 1.367527 -5.853277 0.0 0.0 0.0 0.00
H 0.467434 -1.673498 -7.348010 0.0 0.0 0.1 0.00
H -0.215896 -3.042115 -6.461647 0.0 0.0 0.0 0.00
H 0.652795 -1.774251 -5.588039 0.0 0.0 0.0 0.00
H -2.759715 -2.739188 -4.799054 0.0 0.0 0.0 0.00
H -3.446003 -1.133152 -4.494540 0.0 0.0 0.0 0.00
H -3.545727 -2.400515 -1.883909 0.0 0.1 0.0 0.00
H -2.287517 -2.348096 -0.650690 -0.1 0.0 0.0 -0.01
H -4.226490 -4.919088 -0.201013 0.0 0.0 0.0 0.00
H -4.031319 -6.329806 -1.243897 0.0 0.1 0.0 0.00
H -4.829813 -4.880466 -1.864880 0.0 0.0 0.0 0.00
H -1.007506 -4.649224 0.320999 0.0 0.0 0.0 0.00
H -0.048555 -5.183919 -1.075586 -0.1 0.0 0.0 0.00
H -1.260702 -6.249415 -0.367745 0.0 0.0 0.0 0.00
H -2.799358 -5.010353 -4.191972 0.0 0.0 0.0 0.00
H -1.659994 -6.171465 -3.515790 0.0 0.1 0.0 0.00
H -1.114611 -4.532666 -3.908197 0.0 0.0 0.0 0.00
C -4.339273 0.768791 0.635448 0.0 -0.1 0.1 0.01
S -3.031454 1.395492 -0.406732 0.0 0.2 -0.1 0.01
C -3.856790 1.112793 -1.964611 0.0 0.0 -0.1 0.00
O -1.936251 0.349773 -0.374164 0.4 -0.2 0.5 0.03
H -5.267100 1.287583 0.391093 0.0 0.0 0.0 0.00
H -4.071453 0.964737 1.670180 0.0 0.0 0.0 0.00
H -4.424423 -0.303781 0.455612 0.0 0.0 0.0 0.00
H -4.704551 1.797082 -2.024201 0.0 0.0 0.0 0.00
H -4.179453 0.072830 -2.015619 0.0 0.0 0.0 0.00
H -3.140669 1.326517 -2.755766 0.0 0.0 0.0 0.00
```
Positions in Å, forces in eV/Å.

As for the energy above the lowest of the compared OMol25 structures with the same formula, charge and spin: 0.811 eV. As for the spin multiplicity: 6. Its total energy is -91992.262 eV. The lowest unoccupied orbital energy (alpha / beta) comes out at -3.421 / -4.593 eV. As for the net charge: +1.



No. 4
Formula: C2H7PS
Source: the OMol25 dataset
Level of theory: ωB97M-V with the def2-TZVPD basis set

The geometry in XYZ format:
```
11
Properties=species:S:1:pos:R:3:forces:R:3:lowdin_charge:R:1
C 1.050790 -0.121325 -0.218579 -2.0 -0.4 1.1 -0.25
C -0.076131 -0.554176 0.751252 0.5 -1.8 2.4 -0.63
P -1.772950 -0.122932 -0.021356 2.7 2.0 -1.3 0.55
S -1.906881 1.888015 0.866286 0.4 -1.3 0.2 0.24
H 0.827653 -0.772049 -1.068692 1.0 0.5 -0.3 0.05
H 0.686931 0.880494 -0.371375 1.1 0.7 -0.8 -0.01
H 2.006786 -0.204045 0.277961 0.4 -0.1 -0.4 0.06
H 0.082846 -0.099767 1.856914 -0.7 -0.8 -2.6 0.10
H 0.057940 -1.718914 0.902458 -0.8 2.1 -0.2 0.08
H -0.912035 0.747118 -1.590296 -1.6 -1.8 2.3 0.05
H -2.844595 1.982865 -0.039845 -0.9 0.8 -0.5 -0.27
```
Positions in Å, forces in eV/Å.

As for the energy above the lowest of the compared OMol25 structures with the same formula, charge and spin: 2.706 eV. Its total energy is -22308.949 eV. The lowest unoccupied orbital energy comes out at 0.108 eV. As for the net charge: 0.



The lowest net charge belongs to which entry?
C32H30CaN3O3S5



Which formula does entry 3 have?
C18H38N2O2RuSSi2Te5



The lowest net charge belongs to which entry?
C32H30CaN3O3S5



Which of these has the lowest net charge?
C32H30CaN3O3S5